[1]
Density functional theory data (ωB97M-V with the def2-TZVPD basis set) for a 4-piece molecular cluster, C14H10Cl8F2 overall in a non-equilibrium geometry.

The geometry in XYZ format:
```
34
Properties=species:S:1:pos:R:3:nbo_charge:R:1
Cl 5.99 -0.16 1.95 0.0499
C 5.67 -1.02 0.41 -0.1930
Cl 6.67 -0.09 -0.81 0.0255
Cl 6.15 -2.74 0.54 0.0595
Cl 3.95 -0.91 -0.03 0.0582
Cl -1.22 0.62 -0.87 0.0498
C -2.95 0.08 -0.82 -0.1678
Cl -3.46 -0.36 0.91 0.0267
Cl -4.08 1.37 -1.48 0.0380
Cl -3.07 -1.38 -1.86 0.0537
F 3.31 -0.94 -9.80 -0.3142
C 2.66 -0.83 -8.65 0.3970
C 3.20 -0.08 -7.62 -0.2816
C 2.65 -0.04 -6.38 -0.2033
C 1.47 -0.76 -6.22 -0.2141
C 0.90 -1.57 -7.16 -0.2101
C 1.51 -1.62 -8.40 -0.2711
H 4.04 0.55 -7.88 0.2227
H 3.04 0.43 -5.49 0.2265
H 0.94 -0.73 -5.28 0.2049
H -0.07 -2.03 -7.01 0.2213
H 1.06 -2.11 -9.25 0.2216
F -2.34 -0.95 6.09 -0.3243
C -2.82 0.13 6.78 0.4046
C -2.71 1.45 6.33 -0.2879
C -3.09 2.50 7.13 -0.1949
C -3.62 2.28 8.43 -0.2170
C -3.76 1.01 8.88 -0.2120
C -3.37 -0.04 8.08 -0.2711
H -2.39 1.61 5.31 0.2258
H -2.94 3.51 6.78 0.2187
H -3.94 3.13 9.02 0.2165
H -3.99 0.74 9.90 0.2215
H -3.38 -1.05 8.45 0.2201
```

Computed properties:
- SMILES string: ClC(Cl)(Cl)Cl.ClC(Cl)(Cl)Cl.Fc1ccccc1.Fc1ccccc1
- Charge: 0
- Energy above the lowest of the compared OMol25 structures with the same formula, charge and spin: 0.4798 eV

---

[2]
Density functional theory data (ωB97M-V with the def2-TZVPD basis set) for C14H10F5GdNO as an isolated structure in a non-equilibrium geometry.

The geometry in XYZ format:
```
32
Properties=species:S:1:pos:R:3:lowdin_spin:R:1
C -0.05 -1.52 -2.92 -0.0048
C -1.38 -1.67 -2.43 -0.0057
C -1.31 -2.38 -1.19 -0.0047
C 0.06 -2.66 -0.92 -0.0058
C 0.84 -2.12 -1.99 -0.0055
Gd -0.24 -0.11 -0.61 7.0769
C -1.09 1.68 -2.02 -0.0163
C 0.32 1.77 -2.41 -0.0003
C 0.68 2.32 -3.64 -0.0071
N 1.25 1.19 -1.57 -0.0193
H -2.15 -2.59 -0.53 0.0008
H -2.27 -1.29 -2.91 0.0003
H 0.46 -3.16 -0.05 0.0000
H 1.92 -2.19 -2.10 0.0001
H 0.24 -1.07 -3.87 0.0000
H -1.85 1.48 -2.77 -0.0002
H 2.22 1.37 -1.84 -0.0002
H -1.43 2.16 -1.10 0.0014
H -0.13 2.69 -4.27 -0.0007
H 1.73 2.35 -3.92 -0.0007
F -0.28 1.44 6.02 0.0001
C -0.05 0.89 4.81 0.0004
C -0.45 1.60 3.66 0.0001
F -1.04 2.81 3.74 0.0000
C -0.22 0.99 2.45 0.0006
F -0.62 1.64 1.26 -0.0016
C 0.42 -0.28 2.36 0.0008
O 0.74 -0.85 1.24 -0.0089
C 0.79 -0.96 3.53 0.0002
F 1.37 -2.17 3.36 0.0000
C 0.56 -0.37 4.75 0.0001
F 0.93 -1.03 5.87 0.0000
```

Computed properties:
- 2S+1: 8
- Charge: -1
- E_tot: -1934.3337 hartree

---

[3]
Density functional theory data (ωB97M-V with the def2-TZVPD basis set) for C14H10N5S3W as an isolated structure in a non-equilibrium geometry.

The geometry in XYZ format:
```
33
Properties=species:S:1:pos:R:3:nbo_charge:R:1
W -1.09 0.02 0.20 0.8770
S -2.35 0.43 -1.73 0.1545
C -3.42 -0.95 -1.87 -0.2455
C -4.31 -0.96 -2.96 0.2108
N -5.05 -0.96 -3.83 -0.1995
C -3.40 -1.98 -0.96 -0.2662
S -2.42 -1.94 0.46 0.1201
C -4.15 -3.16 -1.14 0.2154
N -4.69 -4.16 -1.25 -0.2086
S -1.87 1.78 1.66 0.0378
C -0.43 2.54 1.03 0.0540
C 0.14 3.74 1.45 -0.2373
C 1.29 4.17 0.81 -0.1200
C 1.83 3.41 -0.23 -0.2472
C 1.21 2.23 -0.58 0.0512
N 0.12 1.79 0.05 -0.5545
H -0.33 4.31 2.23 0.2512
H 1.76 5.09 1.11 0.2435
H 2.70 3.74 -0.76 0.2454
H 1.58 1.61 -1.39 0.2113
N 0.11 -0.81 2.08 -0.8275
C 1.12 -1.25 1.17 0.3690
C 2.35 -1.79 1.48 -0.2363
C 3.17 -2.20 0.42 -0.0907
C 2.71 -2.04 -0.88 -0.2277
C 1.47 -1.48 -1.11 0.0863
N 0.69 -1.09 -0.10 -0.5243
H 0.48 -0.28 2.87 0.4264
H -0.40 -1.62 2.46 0.4236
H 2.66 -1.89 2.50 0.2546
H 4.13 -2.63 0.62 0.2524
H 3.32 -2.34 -1.72 0.2584
H 1.07 -1.34 -2.11 0.2421
```

Computed properties:
- Charge: +1
- E_tot: -2074.7298 hartree

---

[4]
Density functional theory data (ωB97M-V with the def2-TZVPD basis set) for C14H10O in the gas phase in a non-equilibrium geometry.

The geometry in XYZ format:
```
25
Properties=species:S:1:pos:R:3:nbo_charge:R:1
O 0.94 -2.43 -1.61 -0.6423
C 0.80 -1.67 -0.47 0.2944
C 0.27 -1.71 0.73 -0.0387
C -0.69 -1.08 1.38 -0.3044
C -1.55 -0.31 0.36 0.0490
C -0.98 0.59 -0.52 -0.1008
C -2.19 1.02 -1.40 -0.1828
C -3.31 0.36 -1.06 -0.2350
C -2.92 -0.64 -0.03 -0.4892
C 0.59 0.78 -0.40 -0.0208
C 1.15 1.87 0.31 -0.1880
C 2.37 1.88 0.87 -0.2275
C 3.23 0.77 0.94 -0.2057
C 2.77 -0.31 0.23 -0.1823
C 1.41 -0.35 -0.30 -0.0495
H 0.60 -3.27 -1.53 0.4876
H -0.80 -0.54 2.29 0.2313
H -2.04 1.77 -2.18 0.2148
H -4.25 0.65 -1.51 0.2281
H -3.56 -0.77 0.89 0.2387
H -2.70 -1.66 -0.50 0.2624
H 0.54 2.81 0.27 0.2161
H 2.71 2.65 1.58 0.2121
H 4.20 0.82 1.36 0.2184
H 3.38 -1.22 0.29 0.2142
```

Computed properties:
- SMILES string: OC1=C=CC2=C(C=CC2)c2ccccc21
- Charge: 0
- Energy above the lowest of the compared OMol25 structures with the same formula, charge and spin: 1.7118 eV

---

[5]
Density functional theory data (ωB97M-V with the def2-TZVPD basis set) for C14H11HgN3O2S as an isolated structure.

The geometry in XYZ format:
```
32
Properties=species:S:1:pos:R:3:nbo_charge:R:1
Hg 1.49 -1.25 0.44 1.3152
S -1.75 1.18 -2.17 0.2686
C -1.32 2.40 -0.99 -0.2650
C -1.77 3.70 -0.90 -0.2100
C -1.30 4.51 0.13 -0.2844
C -0.38 3.99 1.05 -0.2133
C 0.08 2.69 0.96 -0.2922
C -0.39 1.86 -0.08 0.2341
N -0.04 0.57 -0.28 -0.6896
C -0.66 0.04 -1.36 -0.0310
C -0.47 -1.29 -1.80 -0.0811
C -1.19 -1.83 -2.89 -0.2593
C -1.02 -3.15 -3.27 -0.2218
C -0.12 -3.98 -2.60 -0.3085
C 0.62 -3.45 -1.54 -0.2518
C 0.47 -2.14 -1.13 -0.4766
H -2.48 4.09 -1.61 0.2016
H -1.64 5.53 0.22 0.1975
H -0.01 4.63 1.85 0.1991
H 0.80 2.30 1.67 0.2124
H -1.90 -1.21 -3.43 0.1968
H -1.59 -3.54 -4.11 0.1927
H 0.01 -5.01 -2.90 0.1930
H 1.34 -4.09 -1.04 0.1962
N 0.48 -0.86 2.82 -0.6964
N 1.61 -0.60 3.62 -0.5304
C 2.91 -0.81 3.09 0.8682
O 3.81 -0.87 3.91 -0.7047
O 3.04 -0.81 1.82 -0.8498
H -0.16 -0.08 2.81 0.3714
H -0.01 -1.71 3.10 0.3523
H 1.55 -0.83 4.60 0.3666
```

Computed properties:
- 2S+1: 2
- Charge: -1
- Energy above the lowest of the compared OMol25 structures with the same formula, charge and spin: 0.0000 eV

---

[6]
Density functional theory data (ωB97M-V with the def2-TZVPD basis set) for an isolated ion of composition C14H11O and charge +1 in a non-equilibrium geometry.

The geometry in XYZ format:
```
26
Properties=species:S:1:pos:R:3:lowdin_spin:R:1
C -0.05 -2.88 3.08 -0.0002
C 0.09 -1.73 3.70 0.0012
C -0.13 -3.00 1.70 0.0006
C 0.07 -0.56 2.97 -0.0007
C 0.10 -1.87 0.93 0.0021
C 0.08 -0.66 1.59 0.0104
C -0.15 2.54 -3.63 0.2707
C 1.22 2.15 -3.56 0.1901
C -1.08 2.16 -2.64 0.3811
C 1.81 1.51 -2.43 0.2693
C -1.05 1.15 -0.22 0.3570
C -0.54 1.48 -1.41 0.0463
C 0.92 1.23 -1.35 0.1962
C 0.25 0.62 0.84 0.0246
O 1.27 0.72 -0.20 0.1928
H -0.14 -3.79 3.67 0.0000
H -0.01 -1.68 4.87 0.0001
H 0.05 -4.01 1.28 0.0001
H 0.11 0.36 3.37 0.0001
H 0.05 -2.06 -0.19 0.0003
H -0.67 3.17 -4.37 0.0072
H 2.02 2.35 -4.39 0.0025
H -2.13 2.28 -2.86 0.0147
H 2.87 1.14 -2.62 0.0040
H -2.09 1.14 -0.03 0.0181
H 0.49 1.43 1.40 0.0117
```

Computed properties:
- 2S+1: 3
- Charge: +1
- E_tot: -614.8830 hartree

---

[7]
Density functional theory data (ωB97M-V with the def2-TZVPD basis set) for C14H12AsMoN5O7S4 as an isolated structure.

The geometry in XYZ format:
```
44
Properties=species:S:1:pos:R:3:nbo_charge:R:1
Mo -0.21 -0.64 -2.08 0.9475
N 1.57 -1.21 -0.59 -0.8071
C 1.31 -2.26 0.40 -0.2025
C 0.78 -3.53 -0.26 -0.5233
C -0.66 -3.35 -0.71 0.8159
O -1.55 -4.05 -0.29 -0.6013
O -0.84 -2.40 -1.60 -0.6470
H 2.36 -1.46 -1.17 0.3832
H 1.80 -0.35 -0.10 0.3998
H 0.56 -1.87 1.10 0.2159
H 2.21 -2.49 0.98 0.1764
H 0.81 -4.36 0.44 0.2236
H 1.39 -3.77 -1.13 0.2213
S -1.81 -2.57 -6.00 -0.7456
As -0.84 -0.82 -5.37 0.9443
S -1.82 0.04 -3.48 -0.1669
S 0.90 -1.33 -3.97 -0.4235
S -0.31 0.64 -6.79 -0.7665
N 2.74 1.19 -3.00 -0.8049
C 2.01 1.48 -1.91 0.6862
O 0.78 1.12 -1.89 -0.6478
C 2.58 2.14 -0.80 -0.5638
C 1.82 2.33 0.38 0.3141
N 1.23 2.51 1.35 -0.3895
C 3.92 2.57 -0.86 0.3254
N 5.01 2.94 -0.95 -0.4262
H 2.24 0.80 -3.79 0.4444
H 3.61 1.68 -3.15 0.4030
O -2.15 1.83 -0.65 -0.6499
C -1.72 0.99 0.13 0.7791
O -1.05 -0.07 -0.14 -0.7833
C -1.99 1.19 1.61 -0.1255
C -2.72 2.29 2.03 -0.1337
C -2.96 2.52 3.38 -0.2287
C -2.46 1.65 4.33 -0.2028
C -1.74 0.56 3.90 -0.0132
C -1.49 0.31 2.56 -0.0923
N -1.20 -0.37 4.91 0.5367
O -0.50 -1.29 4.53 -0.3824
O -1.47 -0.17 6.08 -0.4160
H -3.08 2.96 1.26 0.2425
H -3.53 3.39 3.69 0.2044
H -2.63 1.80 5.39 0.2330
H -0.92 -0.55 2.25 0.2469
```

Computed properties:
- Charge: -2
- Energy above the lowest of the compared OMol25 structures with the same formula, charge and spin: 0.0000 eV

---

[8]
Density functional theory data (ωB97M-V with the def2-TZVPD basis set) for C14H12BrCrF5IN3OS2Te as an isolated structure.

The geometry in XYZ format:
```
41
Properties=species:S:1:pos:R:3:nbo_charge:R:1
Cr 0.41 0.11 0.26 0.8264
C 4.74 -0.18 3.20 -0.7576
S 3.45 0.90 3.85 0.4075
C 2.24 0.85 2.61 -0.0651
S 2.52 -0.02 1.12 0.0207
N 1.17 1.55 2.84 -0.3432
N 0.27 1.45 1.83 -0.2435
C -0.81 2.12 1.95 0.0921
C -1.79 1.91 0.90 0.1584
C -3.01 2.57 0.83 -0.1942
C -3.88 2.24 -0.19 -0.1193
C -3.52 1.26 -1.11 -0.2293
C -2.28 0.66 -0.98 0.0816
N -1.44 0.97 0.00 -0.4728
H 5.50 -0.20 3.98 0.2543
H 5.17 0.21 2.29 0.2387
H 4.36 -1.19 3.05 0.2406
H -0.98 2.76 2.81 0.2381
H -3.26 3.32 1.57 0.2475
H -4.85 2.72 -0.27 0.2449
H -4.18 0.97 -1.91 0.2507
H -1.94 -0.10 -1.68 0.2324
Br 2.46 4.09 0.31 0.1244
C 0.77 4.31 -0.49 -0.1396
C 0.05 5.46 -0.19 -0.2127
C -1.18 5.68 -0.78 -0.1983
C -1.70 4.77 -1.69 -0.1532
C -0.98 3.63 -2.00 -0.2555
C 0.24 3.39 -1.40 -0.2008
I 1.22 1.60 -1.87 0.4656
H 0.46 6.17 0.51 0.2458
H -1.73 6.58 -0.54 0.2366
H -2.65 4.96 -2.17 0.2256
H -1.38 2.92 -2.72 0.2356
F 0.80 -3.66 1.95 -0.5549
Te 0.52 -2.87 0.32 3.3819
F -1.27 -3.31 0.46 -0.5871
F 0.52 -4.25 -0.89 -0.5758
F -0.18 -1.34 1.50 -0.5781
F 2.37 -2.96 0.19 -0.5834
O 0.49 -1.43 -0.85 -0.9845
```

Computed properties:
- 2S+1: 2
- Charge: +1
- Energy above the lowest of the compared OMol25 structures with the same formula, charge and spin: 0.5468 eV

---

[9]
Density functional theory data (ωB97M-V with the def2-TZVPD basis set) for C14H12ClNO4 in the gas phase.

The geometry in XYZ format:
```
32
Properties=species:S:1:pos:R:3:nbo_charge:R:1
O -0.07 -2.20 1.52 -0.5945
C -0.38 -2.65 0.44 0.7878
C -1.82 -2.77 -0.04 -0.3260
N -2.52 -1.53 0.25 -0.5994
C -2.27 -0.45 -0.55 0.6411
O -1.70 -0.55 -1.62 -0.6062
C -2.81 0.82 -0.04 0.1433
C -3.56 1.14 1.07 -0.2516
C -3.77 2.53 1.02 -0.3236
C -3.13 2.96 -0.11 0.1253
O -2.56 1.94 -0.75 -0.3575
O 0.48 -3.07 -0.48 -0.4924
C 1.86 -2.84 -0.22 -0.0930
C 2.19 -1.37 -0.16 -0.0661
C 3.21 -0.92 0.68 -0.1433
C 3.51 0.43 0.74 -0.2423
C 2.79 1.33 -0.02 -0.0453
Cl 3.15 3.02 0.07 0.0007
C 1.77 0.89 -0.86 -0.2109
C 1.48 -0.46 -0.93 -0.2087
H -1.83 -2.93 -1.11 0.2490
H -2.33 -3.59 0.48 0.2279
H -2.73 -1.36 1.22 0.4015
H -3.92 0.47 1.82 0.2234
H -4.31 3.13 1.73 0.2331
H -3.02 3.94 -0.54 0.2083
H 2.38 -3.33 -1.05 0.2090
H 2.14 -3.33 0.73 0.2008
H 3.76 -1.62 1.28 0.2059
H 4.30 0.78 1.39 0.2258
H 1.21 1.60 -1.45 0.2310
H 0.68 -0.79 -1.57 0.2473
```

Computed properties:
- SMILES string: O=C(CNC(=O)c1ccco1)OCc1ccc(Cl)cc1
- Charge: 0
- Energy above the lowest of the compared OMol25 structures with the same formula, charge and spin: 0.1002 eV

---

[10]
Density functional theory data (ωB97M-V with the def2-TZVPD basis set) for C14H12F3N5O in the gas phase in a non-equilibrium geometry.

The geometry in XYZ format:
```
35
Properties=species:S:1:pos:R:3:nbo_charge:R:1
O 3.96 1.51 4.29 -0.7303
C 2.67 0.79 4.55 -0.0725
C 1.99 -0.02 3.38 -0.2238
N 1.43 1.07 2.59 -0.6778
C 0.56 0.57 1.60 0.1640
C 0.91 0.25 0.29 -0.2161
C -0.11 -0.12 -0.61 0.1814
C 0.25 -0.32 -2.05 0.1168
N 1.51 -0.50 -2.51 -0.2017
N 1.45 -0.94 -3.81 -0.3663
C 0.09 -0.93 -4.32 0.0801
C -0.58 -1.32 -5.54 0.0266
N -1.89 -1.12 -5.70 -0.4119
C -2.73 -0.66 -4.68 -0.0113
C -2.15 -0.33 -3.39 -0.2001
C -0.72 -0.47 -3.22 -0.0814
N -1.34 -0.18 -0.17 -0.4042
C -1.73 0.09 1.08 0.0813
C -3.20 0.05 1.56 0.9670
F -3.95 0.93 0.86 -0.3173
F -3.79 -1.16 1.50 -0.3094
F -3.34 0.47 2.85 -0.3322
C -0.78 0.60 1.93 -0.2112
H 4.09 1.85 5.23 0.4667
H 2.88 0.08 5.34 0.1651
H 2.00 1.56 4.87 0.1773
H 1.20 -0.53 3.83 0.1992
H 2.66 -0.69 2.80 0.1889
H 2.05 1.88 2.41 0.4069
H 1.92 0.19 -0.11 0.2401
H 2.18 -1.49 -4.22 0.4107
H 0.08 -1.83 -6.26 0.1950
H -3.80 -0.30 -4.81 0.2180
H -2.78 0.00 -2.61 0.2325
H -0.99 1.05 3.02 0.2498
```

Computed properties:
- SMILES string: OCCNc1cc(-c2n[nH]c3cnccc23)nc(C(F)(F)F)c1
- Charge: 0
- E_tot: -1189.2273 hartree

---

[11]
Density functional theory data (ωB97M-V with the def2-TZVPD basis set) for C14H12F6N4O5S2Sn as an isolated structure in a non-equilibrium geometry.

The geometry in XYZ format:
```
44
Properties=species:S:1:pos:R:3:nbo_charge:R:1
Sn 0.52 -0.16 0.26 1.6360
C 0.34 3.60 -2.89 -0.6572
C -0.55 2.88 -1.91 0.0162
C -0.65 3.25 -0.61 -0.2002
C -1.59 2.60 0.28 0.2316
C -1.78 3.13 1.64 -0.7005
C -2.36 1.49 -0.17 -0.2366
C -2.29 1.09 -1.47 0.0466
C -3.15 0.00 -2.02 -0.6694
C -1.38 1.81 -2.35 0.0478
H 0.69 2.93 -3.68 0.2477
H 1.20 4.04 -2.39 0.2527
H -0.22 4.40 -3.37 0.2735
H -0.09 4.11 -0.24 0.2568
H -2.40 4.04 1.57 0.3083
H -0.84 3.46 2.08 0.2679
H -2.29 2.43 2.30 0.2561
H -3.09 1.05 0.49 0.2526
H -4.08 0.44 -2.42 0.2837
H -3.43 -0.72 -1.26 0.2525
H -2.67 -0.51 -2.85 0.2499
H -1.38 1.55 -3.40 0.2421
F 4.44 -2.72 1.67 -0.2519
C 3.58 -1.88 2.17 0.7844
F 3.85 -1.61 3.43 -0.2693
F 3.58 -0.75 1.46 -0.3059
S 1.88 -2.67 2.08 2.2045
O 1.29 -2.12 0.79 -1.1120
O 2.03 -4.07 2.13 -0.7894
N 1.07 -2.08 3.31 -1.1232
S 0.37 -0.74 3.03 2.1377
O 1.27 0.28 2.44 -1.0148
O -0.81 -0.82 2.13 -0.9962
C -0.17 -0.12 4.71 0.8292
F -1.07 0.82 4.45 -0.2861
F 0.88 0.39 5.29 -0.2585
F -0.68 -1.10 5.39 -0.2510
O 0.31 -1.92 -1.83 -0.3112
N 0.65 -3.01 -2.23 0.2633
C 1.51 -3.94 -2.30 -0.0144
C 2.80 -3.85 -1.66 0.2018
N 3.84 -3.80 -1.17 -0.1660
C 1.19 -5.11 -3.07 0.1908
N 0.95 -6.05 -3.69 -0.1201
```

Computed properties:
- Charge: +2
- Energy above the lowest of the compared OMol25 structures with the same formula, charge and spin: 0.7129 eV

---

[12]
Density functional theory data (ωB97M-V with the def2-TZVPD basis set) for C14H12N2OS2 in the gas phase in a non-equilibrium geometry.

The geometry in XYZ format:
```
31
Properties=species:S:1:pos:R:3:nbo_charge:R:1
C 1.46 3.56 1.27 -0.6517
C 1.39 2.65 0.10 0.2810
C 1.44 3.11 -1.22 -0.2899
C 1.37 2.21 -2.27 0.1250
C 1.43 2.65 -3.70 -0.6482
C 1.25 0.84 -1.96 -0.2843
C 1.15 -0.13 -2.97 0.2830
N 1.06 -0.92 -3.80 -0.3007
C 1.21 0.48 -0.60 0.1379
S 1.05 -1.21 -0.14 0.2964
C 0.89 -1.03 1.66 -0.6270
C -0.44 -0.40 2.05 0.5464
O -0.49 0.65 2.65 -0.5258
C -1.64 -1.13 1.68 -0.3562
C -2.93 -0.68 1.83 -0.1639
C -3.89 -1.61 1.41 -0.2693
C -3.33 -2.76 0.95 -0.3849
S -1.62 -2.73 1.00 0.4722
N 1.29 1.36 0.37 -0.4858
H 2.50 3.72 1.55 0.2304
H 1.01 4.53 1.04 0.2171
H 0.95 3.10 2.11 0.2530
H 1.53 4.16 -1.42 0.2182
H 0.52 2.33 -4.22 0.2384
H 2.27 2.18 -4.20 0.2381
H 1.52 3.73 -3.77 0.2225
H 0.97 -2.04 2.05 0.2484
H 1.71 -0.40 2.02 0.2709
H -3.15 0.29 2.23 0.2399
H -4.95 -1.44 1.45 0.2289
H -3.83 -3.63 0.57 0.2398
```

Computed properties:
- SMILES string: Cc1cc(C)c(C#N)c(SCC(=O)c2cccs2)n1
- Charge: 0
- Energy above the lowest of the compared OMol25 structures with the same formula, charge and spin: 1.1212 eV